Record 1
Computed, not measured: a molecular structure, C37H97CdN6O15 at a distorted geometry, with ωB97M-V/def2-TZVPD.

```
156
Properties=species:S:1:pos:R:3:lowdin_charge:R:1
Cd -2.44 2.16 2.41 1.467
C -0.54 0.21 0.63 -0.271
O -1.59 0.58 1.44 -0.497
H 0.34 -0.03 1.25 0.050
H -0.78 -0.71 0.09 0.075
H -0.30 1.00 -0.10 0.047
C 2.38 5.30 -7.27 -0.107
O 1.17 4.73 -7.72 -0.192
C 0.97 3.39 -7.36 -0.225
C 0.84 3.24 -5.87 -0.250
N 0.56 1.93 -5.47 -0.059
C -0.77 1.36 -5.72 -0.180
C -0.70 -0.04 -5.20 -0.186
O -0.57 -0.08 -3.75 -0.194
C -1.72 0.37 -2.99 -0.095
H 3.24 4.78 -7.75 0.097
H 2.53 5.18 -6.19 0.076
H 2.41 6.33 -7.58 0.086
H 1.72 2.77 -7.87 0.132
H 0.00 3.17 -7.82 0.121
H 0.14 4.04 -5.55 0.115
H 1.81 3.49 -5.42 0.108
H 1.06 1.51 -4.71 0.073
H -0.92 1.46 -6.79 0.118
H -1.50 1.97 -5.16 0.102
H 0.26 -0.43 -5.55 0.122
H -1.50 -0.70 -5.57 0.128
H -1.35 0.87 -2.07 0.042
H -2.31 -0.50 -2.71 0.092
H -2.31 1.17 -3.45 0.073
C 2.75 2.04 4.98 -0.123
O 2.88 1.41 3.75 -0.196
C 2.70 0.01 3.89 -0.240
C 2.85 -0.61 2.55 -0.193
N 4.15 -0.31 1.90 -0.037
C 5.27 -0.98 2.48 -0.241
C 6.39 -0.93 1.51 -0.238
O 6.77 0.42 1.31 -0.181
C 6.43 0.96 0.03 -0.109
H 3.04 3.08 4.85 0.088
H 3.33 1.52 5.74 0.092
H 1.69 2.05 5.29 0.085
H 1.67 -0.19 4.22 0.132
H 3.44 -0.44 4.57 0.128
H 2.06 -0.27 1.88 0.082
H 2.76 -1.69 2.65 0.106
H 4.36 0.69 2.01 0.108
H 4.98 -2.03 2.60 0.112
H 5.70 -0.51 3.36 0.129
H 6.12 -1.40 0.56 0.118
H 7.24 -1.45 1.95 0.124
H 6.83 0.34 -0.80 0.091
H 6.79 1.98 -0.07 0.085
H 5.34 1.03 -0.17 0.065
C -3.21 2.87 -0.73 -0.106
O -3.16 3.25 0.57 -0.313
C -4.14 4.20 0.92 -0.202
C -3.71 4.88 2.20 -0.156
N -3.54 3.84 3.29 -0.145
C -3.12 4.51 4.52 -0.199
C -4.24 5.23 5.29 -0.235
O -3.71 6.34 5.94 -0.179
C -3.19 6.09 7.25 -0.078
H -2.50 2.04 -0.79 0.074
H -2.82 3.65 -1.39 0.082
H -4.18 2.50 -1.05 0.116
H -5.12 3.70 1.02 0.144
H -4.36 4.88 0.09 0.143
H -4.46 5.64 2.43 0.135
H -2.74 5.34 2.05 0.125
H -4.49 3.50 3.50 0.134
H -2.30 5.21 4.32 0.131
H -2.59 3.83 5.21 0.122
H -4.72 4.54 5.99 0.133
H -5.01 5.66 4.65 0.126
H -2.34 5.38 7.27 0.092
H -3.94 5.76 7.98 0.095
H -2.77 7.04 7.60 0.095
C -2.58 -3.77 0.20 -0.099
O -3.06 -3.87 1.51 -0.239
C -3.06 -5.25 1.93 -0.202
C -3.64 -5.28 3.33 -0.161
N -5.01 -4.61 3.32 -0.036
C -6.11 -5.51 2.94 -0.225
C -6.92 -4.97 1.81 -0.240
O -6.18 -5.07 0.62 -0.181
C -6.42 -4.06 -0.20 -0.180
H -2.61 -2.73 -0.10 0.084
H -3.09 -4.52 -0.42 0.095
H -1.50 -4.03 0.19 0.079
H -2.04 -5.64 1.83 0.130
H -3.78 -5.79 1.29 0.122
H -3.03 -4.70 4.03 0.112
H -3.85 -6.27 3.71 0.114
H -4.94 -3.94 2.54 0.075
H -6.77 -5.76 3.78 0.115
H -5.78 -6.52 2.59 0.128
H -7.12 -3.89 1.99 0.128
H -7.89 -5.47 1.73 0.133
H -6.08 -3.09 0.24 0.096
H -7.50 -4.00 -0.39 0.095
H -5.82 -4.13 -1.11 0.091
C 3.02 -6.14 3.73 -0.113
O 2.85 -5.76 2.38 -0.196
C 3.85 -4.82 1.96 -0.218
C 3.56 -4.45 0.52 -0.218
N 2.37 -3.66 0.42 -0.051
C 1.95 -3.35 -0.94 -0.190
C 1.44 -4.52 -1.77 -0.220
O 0.41 -5.11 -1.06 -0.209
C 0.29 -6.43 -1.17 -0.155
H 2.60 -5.37 4.39 0.090
H 4.09 -6.26 3.97 0.087
H 2.54 -7.09 3.93 0.085
H 4.86 -5.22 2.09 0.127
H 3.71 -3.91 2.57 0.102
H 3.58 -5.31 -0.17 0.117
H 4.39 -3.82 0.16 0.122
H 1.58 -4.13 0.85 0.109
H 2.74 -2.81 -1.47 0.113
H 1.08 -2.68 -0.85 0.111
H 2.21 -5.29 -1.93 0.116
H 1.07 -4.15 -2.73 0.129
H -0.69 -6.68 -0.79 0.089
H 1.05 -6.96 -0.57 0.100
H 0.45 -6.77 -2.20 0.097
C 3.41 -0.07 -5.71 -0.057
O 2.97 0.86 -4.67 -0.224
C 3.66 0.70 -3.48 -0.252
C 2.86 1.42 -2.45 -0.238
N 3.06 2.84 -2.54 -0.021
C 2.42 3.49 -1.43 -0.205
C 0.88 3.49 -1.57 -0.232
O 0.64 4.31 -2.67 -0.173
C -0.71 4.47 -2.97 -0.117
H 4.47 0.08 -5.99 0.091
H 2.72 0.09 -6.55 0.081
H 3.27 -1.13 -5.42 0.090
H 4.65 1.15 -3.54 0.133
H 3.68 -0.34 -3.12 0.125
H 3.16 1.04 -1.47 0.117
H 1.81 1.13 -2.62 0.113
H 2.47 3.14 -3.33 0.098
H 2.73 4.53 -1.34 0.119
H 2.64 3.01 -0.46 0.117
H 0.53 3.99 -0.65 0.113
H 0.57 2.45 -1.67 0.097
H -1.24 5.04 -2.18 0.087
H -1.22 3.49 -3.06 0.077
H -0.84 5.02 -3.90 0.087
O -2.60 -1.32 3.30 -0.108
H -1.85 -0.86 2.86 -0.008
H -2.89 -2.01 2.68 0.014
O -0.58 3.40 2.20 -0.128
H 0.17 2.82 1.90 0.078
H -0.38 4.28 1.83 0.077
```

Output
HOMO energy: -9.70 eV
total charge: +1
gap between HOMO and LUMO: 6.48 eV
LUMO energy: -3.221 eV
electronic energy: -84143.4303 eV
multiplicity: 1

Record 2
Computed, not measured: a molecular structure, C16H16Cl3GeN11O2Pd at a distorted geometry, with ωB97M-V/def2-TZVPD.

```
50
Properties=species:S:1:pos:R:3:lowdin_charge:R:1
Pd 0.41 1.54 -0.23 0.732
N 3.06 1.45 2.33 0.133
C 3.38 0.97 1.09 -0.464
N 4.58 0.53 0.73 0.012
N 4.45 0.18 -0.54 -0.112
N 3.25 0.37 -0.95 -0.095
N 2.53 0.88 0.04 -0.092
C 1.78 1.65 2.76 -0.463
N 1.43 1.74 4.04 0.013
N 0.11 1.93 4.01 -0.114
N -0.32 1.97 2.81 -0.110
N 0.70 1.81 1.98 -0.064
H 3.78 1.40 3.03 0.137
Cl -1.07 3.56 -0.15 0.077
Ge -0.39 3.31 -2.36 0.015
Cl 1.78 3.31 -1.62 -0.007
Cl -0.56 5.50 -2.84 -0.140
N -4.77 1.25 0.39 0.002
C -4.11 1.49 -0.89 -0.157
C -2.64 1.10 -0.76 -0.626
O -1.90 0.97 -1.70 -0.072
O -2.22 0.91 0.48 -0.015
H -5.64 1.77 0.46 0.080
H -2.92 1.17 1.12 0.114
H -4.98 0.27 0.52 0.090
H -4.13 2.56 -1.11 0.130
H -4.53 0.95 -1.75 0.126
C 0.36 -2.07 -4.20 -0.081
C 0.82 -0.80 -3.90 -0.060
C 0.77 -0.32 -2.60 -0.051
C 0.26 -1.12 -1.56 -0.292
C -0.22 -2.40 -1.89 -0.016
C -0.17 -2.86 -3.19 -0.087
N 0.16 -0.62 -0.30 0.061
C 0.30 -1.41 0.79 -0.281
C 1.17 -2.52 0.81 -0.016
C 1.31 -3.28 1.95 -0.082
C 0.60 -2.98 3.10 -0.082
C -0.26 -1.89 3.10 -0.069
C -0.41 -1.12 1.97 -0.022
H 0.41 -2.44 -5.21 0.099
H 1.23 -0.17 -4.68 0.110
H 1.21 0.65 -2.36 0.028
H -0.65 -3.01 -1.11 0.116
H -0.54 -3.84 -3.43 0.099
H 1.77 -2.72 -0.06 0.120
H 1.99 -4.12 1.93 0.102
H 0.72 -3.58 3.99 0.098
H -0.81 -1.64 3.99 0.107
H -1.08 -0.27 1.97 0.070
```

Output
HOMO energy (spin up / spin down): -4.99 / -4.96 eV
total charge: -1
gap between HOMO and LUMO (spin up / spin down): 7.18 / 5.21 eV
LUMO energy (spin up / spin down): 2.188 / 0.255 eV
electronic energy: -134903.2124 eV
multiplicity: 4

Here are the calculated energy above the lowest of the compared OMol25 structures with the same formula, charge and spin numbers, same order: 1.2168; 1.2725 (eV).